[1]
Formula: C2H6O2Rb
Source: OMol25
Level of theory: ωB97M-V/def2-TZVPD

Each line ends with the Mulliken charge.
CARTESIAN COORDINATES (ANGSTROEM)
Rb -3.307 -3.253 -2.909  0.9964
C 0.618 0.673 0.862  -0.5040
C -0.559 0.294 -0.053  -0.2686
O -0.454 -1.054 -0.254  -0.5264
O 1.952 0.369 0.500  -0.5287
H 0.512 0.146 1.810  0.2579
H 0.602 1.725 1.145  0.3912
H -0.577 0.789 -1.024  0.2754
H -1.493 0.442 0.489  0.2542
H 0.444 -1.238 -0.541  0.3304
H 2.264 1.108 -0.026  0.3221

Cartesian forces, eV/Å:
0.090 0.054 0.107
-0.241 1.212 1.537
1.182 0.873 0.699
-0.449 -2.733 -0.884
-0.376 -0.337 -1.156
-0.480 -0.213 -0.080
-0.385 0.264 -0.144
0.022 0.621 0.050
0.046 0.434 -0.034
0.281 -0.118 0.055
0.311 -0.056 -0.152

Charge = +1
Energy above the lowest of the compared OMol25 structures with the same formula, charge and spin = 1.077 eV
Max |F| = 0.05653 hartree/bohr
E_tot = -254.13234 hartree
Gap between HOMO and LUMO = 8.3 eV

[2]
Formula: C4H9N3S
Source: OMol25
Level of theory: ωB97M-V/def2-TZVPD

Each line ends with the Mulliken charge.
CARTESIAN COORDINATES (ANGSTROEM)
C 4.010 0.116 0.169  -1.1380
C 2.726 -0.757 0.031  -0.3223
N 1.622 0.184 -0.281  -0.1224
N 0.445 -0.513 0.023  -0.4556
C -0.635 0.173 -0.047  0.4942
N -0.396 1.541 -0.031  -0.6485
C -1.870 -0.658 -0.086  -0.3655
S -3.399 -0.176 0.041  -0.2547
H 4.849 -0.540 -0.163  0.3282
H 4.182 0.855 -0.584  0.3651
H 4.000 0.414 1.114  0.3327
H 2.614 -1.392 1.031  0.2237
H 2.756 -1.465 -0.756  0.3498
H 1.670 0.924 -0.939  0.2970
H 0.205 1.828 0.676  0.2905
H -1.253 2.118 0.401  0.2830
H -1.735 -1.665 0.184  0.3428

Cartesian forces, eV/Å:
0.197 -3.978 -4.519
0.664 1.586 0.847
-0.792 -3.681 4.164
1.121 -0.282 -2.263
0.427 -0.580 0.554
-6.130 3.144 -0.156
0.301 2.241 1.788
-0.429 0.677 -0.561
-0.146 0.118 1.287
-0.842 1.113 -0.263
0.800 1.726 3.857
-0.346 1.811 -2.072
0.420 -0.914 -0.837
-0.142 0.500 -0.555
2.430 -0.305 1.231
1.479 -1.828 -2.087
0.988 -1.348 -0.414

Energy above the lowest of the compared OMol25 structures with the same formula, charge and spin = 3.661 eV
Max |F| = 0.13401 hartree/bohr
E_tot = -720.13881 hartree
Structure (SMILES) = CCN/N=C(\N)C=S
Gap between HOMO and LUMO = 7.3 eV